83
Properties=species:S:1:pos:R:3:forces:R:3 method="wB97M-V/def2-TZVPD" total_energy_ha=-3690.37850 charge=-1 orbital_gap_ev=6.73 lumo_energy_ha=0.0753
Rb 0.66592 -0.76586 -1.52339 0.96 1.01 -0.47
I 1.63510 2.48080 -1.85294 -0.07 0.90 0.04
C 0.63854 4.29003 -1.30186 0.31 -0.20 -0.03
C 1.46542 5.38583 -1.37005 0.02 -0.41 -0.06
C 1.01614 6.68426 -1.10800 -0.22 0.18 0.07
C -0.29620 6.87833 -0.80104 0.23 0.10 -0.03
C -1.18819 5.78675 -0.72351 0.04 -0.13 0.00
C -2.54022 6.05360 -0.42756 -0.16 -0.06 0.03
C -3.45150 5.04365 -0.34974 -0.03 0.17 0.02
C -3.01831 3.72660 -0.51890 0.27 -0.02 -0.06
C -1.70311 3.40118 -0.78004 -0.33 -0.17 0.01
P -1.39465 1.56460 -0.74618 -0.57 0.40 0.30
C -2.20699 1.25105 0.88236 0.12 -0.07 -0.01
C -3.44223 0.66129 1.12921 0.05 0.04 -0.07
C -3.86793 0.44226 2.43142 -0.01 -0.01 0.06
C -3.07238 0.81548 3.50229 -0.05 -0.01 0.06
C -1.84905 1.42717 3.26945 0.03 0.05 0.04
C -1.42132 1.63418 1.97096 0.02 -0.02 -0.09
C -2.64115 1.00088 -1.96108 0.12 -0.02 -0.07
C -3.04500 1.79279 -3.03506 0.03 0.00 0.04
C -3.94312 1.29932 -3.96771 -0.06 0.02 -0.07
C -4.44373 0.01242 -3.84326 -0.01 -0.03 -0.03
C -4.00474 -0.80108 -2.80898 -0.07 -0.04 -0.03
C -3.09386 -0.31882 -1.88461 0.13 0.11 0.03
C -0.73429 4.44166 -0.93911 -0.11 0.22 0.03
H 2.49748 5.22799 -1.65200 0.05 0.04 0.00
H 1.70626 7.51439 -1.16718 0.02 0.05 0.00
H -0.67866 7.87255 -0.61120 -0.05 0.04 0.00
H -2.83845 7.08153 -0.26571 0.00 0.06 -0.01
H -4.49219 5.24247 -0.13332 -0.04 0.04 0.00
H -3.74468 2.93069 -0.42416 -0.02 -0.01 0.04
H -4.08896 0.36947 0.31420 0.02 -0.04 -0.08
H -4.82814 -0.02773 2.60415 0.01 -0.01 0.01
H -3.40098 0.63100 4.51629 -0.03 0.00 0.03
H -1.22865 1.74171 4.09885 0.03 -0.02 0.02
H -0.46465 2.11136 1.77930 0.01 -0.01 0.07
H -2.65307 2.79614 -3.14394 -0.07 0.02 0.02
H -4.26044 1.92512 -4.79191 0.01 0.02 -0.02
H -5.16066 -0.36241 -4.56169 -0.01 -0.02 -0.03
H -4.37069 -1.81530 -2.71709 0.04 -0.05 0.01
H -2.71429 -0.97448 -1.11099 -0.03 -0.12 0.05
Cl -0.22415 -8.25315 -1.27552 0.00 -0.15 -0.01
C -0.37792 -6.51988 -1.12837 -0.35 -0.08 0.13
C -1.56003 -5.99331 -0.66854 0.37 -0.32 -0.15
C -1.69105 -4.62131 -0.54855 -0.38 0.57 0.15
I -3.49454 -3.79883 0.17238 0.19 -0.19 -0.09
C -0.69412 -3.67822 -0.87541 -0.47 -0.38 0.20
O -0.85996 -2.43540 -0.75715 -0.74 -0.93 0.44
C 0.55017 -4.27334 -1.35899 -0.11 -0.50 0.06
N 1.54693 -3.42521 -1.68237 0.24 -0.07 0.00
C 2.69189 -3.90283 -2.10841 0.06 0.14 0.00
C 2.94114 -5.27730 -2.25065 -0.09 -0.16 0.02
C 1.94735 -6.16255 -1.93789 0.10 0.07 -0.03
C 0.70096 -5.68607 -1.47586 0.08 0.30 -0.03
H -2.37631 -6.64969 -0.40356 -0.02 -0.03 0.01
H 3.46117 -3.17593 -2.35124 0.04 0.03 -0.02
H 3.90392 -5.62122 -2.60342 0.02 0.03 -0.01
H 2.10121 -7.22852 -2.03664 0.00 0.00 0.00
C 2.52224 0.59826 1.89408 -0.02 0.11 -0.02
N 2.46171 -0.65489 1.14490 -0.16 0.00 -0.21
C 1.59886 -1.59072 1.86873 -0.07 -0.07 0.09
N 2.08860 -1.84045 3.22830 -0.12 -0.11 0.08
C 2.14386 -0.55764 3.92440 -0.05 0.02 0.06
N 3.02293 0.40467 3.25867 -0.01 0.15 0.04
C 4.35770 -0.18739 3.16557 0.04 0.02 0.03
N 4.35143 -1.45442 2.43951 0.16 -0.12 0.01
C 3.81209 -1.22026 1.09569 0.10 -0.01 -0.07
C 3.44837 -2.36990 3.13417 0.01 -0.05 0.05
H 1.52077 1.03283 1.95152 0.03 -0.02 -0.05
H 3.17993 1.29323 1.36610 -0.05 0.00 0.00
H 1.56150 -2.53835 1.32543 -0.03 0.03 -0.03
H 0.58525 -1.18184 1.93131 0.03 -0.02 -0.06
H 2.50204 -0.71770 4.94596 -0.02 0.00 -0.03
H 1.13355 -0.14178 3.95883 0.01 0.01 0.06
H 4.73382 -0.36075 4.17878 0.03 0.02 -0.05
H 5.02063 0.51381 2.65269 0.00 -0.02 0.02
H 3.77978 -2.17422 0.56392 0.00 0.06 -0.06
H 4.47233 -0.53758 0.55585 -0.04 -0.04 -0.04
H 3.82839 -2.54462 4.14595 -0.01 -0.02 -0.05
H 3.42108 -3.31977 2.59402 0.01 0.02 0.03
S 5.55292 -0.54217 -2.82660 1.18 -0.41 -0.06
C 4.05240 -0.00651 -2.65223 -1.26 0.30 0.08
N 2.93880 0.34806 -2.53163 0.73 -0.18 -0.28